Here is a molecular structure, CBr3NO2 from the Open Molecules 2025 dataset. Energies are from ωB97M-V with the def2-TZVPD basis set.

Results
largest force on an atom: 2.524 eV Å⁻¹
M: 297.73 g/mol
HOMO-LUMO gap: 9.506 eV
calculated total energy: -7965.2471 hartree
energy above the lowest of the compared OMol25 structures with the same formula, charge and spin: 0.1355 eV

Atoms and positions in Å:
C 0.536 0.036 0.073
N -0.912 -0.173 -0.204
O -1.250 -1.308 -0.376
O -1.583 0.815 -0.259
Br 1.343 -1.592 0.562
Br 1.292 0.821 -1.480
Br 0.574 1.402 1.684

Mulliken population analysis, charges in e, atoms 1 to 2: number 1, C, carries -0.0267; number 2, N, carries 0.8552